Computed, not measured: an isolated molecule of C4H4N2O at a distorted geometry, with ωB97M-V/def2-TZVPD.

CARTESIAN COORDINATES (ANGSTROEM)
O -2.5308 0.8869 0.0891
C -1.3456 0.6107 0.0081
C -0.7505 -0.5948 0.5879
C 0.5934 -0.9482 0.2621
N 1.4291 -0.1220 -0.5170
C 0.8401 1.0365 -0.8187
N -0.4302 1.3918 -0.6858
H -1.4178 -1.2791 1.1141
H 0.8239 -2.0013 0.2192
H 1.3377 -0.7584 1.0670
H 1.4610 1.7739 -1.3260

Cartesian forces (eV/Å) of the 6 atoms listed first:
0.370 -0.164 0.056
0.145 -0.549 0.206
-0.737 0.047 -0.249
0.539 0.170 0.284
-0.506 0.513 -0.739
-0.194 0.036 -0.495

- ΔE to the lowest compared entry with this formula, charge and spin (kcal/mol) = 83.7
- total energy (Eh) = -339.44830
- maximum force (eV Å⁻¹) = 1.319
- HOMO-LUMO gap (spin up / spin down) (eV) = 7.825 / 7.357
- LUMO level (spin up / spin down) (eV) = -1.85 / -2.24
- highest occupied orbital energy (spin up / spin down) (eV) = -9.671 / -9.600